ORCA calculation (wB97M-V/def2-TZVPD) on a molecular structure, C3H7FS2 at a distorted geometry.

Kohn-Sham gap ... 7.444 eV

Structure (XYZ):
```
13
C3H7FS2 (wB97M-V/def2-TZVPD)
C -1.327 0.400 0.023
C 0.092 0.910 -0.084
C 1.011 -0.040 0.524
H -0.429 -1.373 -1.670
H -1.352 0.644 1.187
H -2.184 1.092 -0.781
H 0.031 1.856 0.433
H 1.870 0.739 0.773
H 0.744 -0.434 1.424
H 1.272 -2.535 0.693
F 0.339 1.295 -1.359
S -1.688 -1.319 -0.509
S 1.623 -1.235 -0.655
```

=====

ORCA calculation (wB97M-V/def2-TZVPD) on C3H7FS2 in the gas phase at a distorted geometry.

SMILES ... FC[C@@H](S)CS
Kohn-Sham gap ... 9.763 eV

Structure (XYZ):
```
13
C3H7FS2 (wB97M-V/def2-TZVPD)
C -0.663 0.704 -0.837
C -0.119 -0.486 -0.140
C 0.593 -0.143 1.118
H 1.617 1.364 -1.174
H -1.204 0.308 -1.706
H -1.359 1.082 -0.132
H 0.361 -1.090 -0.883
H -0.938 -2.533 0.721
H 0.111 0.704 1.659
H 0.907 -0.850 1.825
F 1.835 0.482 0.744
S 0.485 1.871 -1.592
S -1.626 -1.414 0.398
```

=====

ORCA calculation (wB97M-V/def2-TZVPD) on 2 unconnected molecules or ions with the total composition C3H7FSi at a distorted geometry.

Multiplicity ... 3
Expectation value of S² ... 2.01
Kohn-Sham gap (spin up / spin down) ... 8.029 / 8.273 eV

Structure (XYZ):
```
12
C3H7FSi (wB97M-V/def2-TZVPD)
C -2.104 0.049 -0.116
C -0.815 0.325 -0.267
C 1.878 -0.857 -1.063
F 2.865 -1.873 -0.986
Si 0.445 -0.968 0.336
H -2.791 0.803 -0.261
H -2.286 -0.919 0.373
H -0.626 1.379 -0.420
H 1.458 -0.939 -1.995
H 2.430 0.061 -0.917
H -0.284 1.786 2.532
H -0.172 1.152 2.782
```

=====

Asked for DFT total energy across the records above, the calculation gives -1014.54284 -1014.71016 -507.64983 Eh in order.
Asked for ΔE to the lowest compared entry with this formula, charge and spin across the records above, the calculation gives 121.9 16.9 0.0 kcal/mol in order.